The following is a DFT calculation (the ωB97M-V functional and the def2-TZVPD basis) of a single C5H8O5 molecule.

Computed properties:
Energy above the lowest of the compared OMol25 structures with the same formula, charge and spin (kJ/mol): 277.7
LUMO level (Eh): 0.0233
Maximum force (eV Å⁻¹): 5.021
Charge: 0
Structure (SMILES): C=C(O)C(O)(O)COC=O

Last columns: bonded neighbours and bond lengths (Å).
Element x y z (Å)
1 C -2.671 0.041 -0.023  O6 1.206, O7 1.308, H15 1.100
2 C -0.592 0.675 0.738  C4 1.477, O7 1.433, H11 1.009, H12 1.114
3 C 1.220 -0.734 -0.107  C4 1.507, C5 1.328, O8 1.426
4 C 0.679 0.670 -0.014  C2 1.477, C3 1.507, O9 1.401, O10 1.427
5 C 0.755 -1.663 -0.934  C3 1.328, H13 1.001, H14 1.078
6 O -2.711 -1.028 0.534  C1 1.206
7 O -1.648 0.833 -0.217  C1 1.308, C2 1.433
8 O 2.270 -0.934 0.837  C3 1.426, H16 0.985
9 O 1.638 1.463 0.630  C4 1.401, H17 0.933
10 O 0.527 1.267 -1.301  C4 1.427, H18 0.933
11 H -0.663 -0.149 1.315  C2 1.009
12 H -0.772 1.659 1.229  C2 1.114
13 H 1.183 -2.558 -1.068  C5 1.001
14 H -0.137 -1.376 -1.466  C5 1.078
15 H -3.536 0.437 -0.575  C1 1.100
16 H 2.152 -1.774 1.339  O8 0.985
17 H 2.560 1.406 0.494  O9 0.933
18 H -0.254 1.764 -1.411  O10 0.933

***

The following is a DFT calculation (the ωB97M-V functional and the def2-TZVPD basis) of 2 unconnected molecules or ions with the total composition C17H21N3O2.

Computed properties:
Energy above the lowest of the compared OMol25 structures with the same formula, charge and spin (kJ/mol): 201.9
LUMO level (Eh): -0.0370
Maximum force (eV Å⁻¹): 1.871
Charge: 0

Last columns: bonded neighbours and bond lengths (Å).
Element x y z (Å)
1 C -4.571 2.889 0.255  C2 1.486, H10 1.094, H11 1.100, H12 1.100
2 C -3.090 3.011 0.244  C1 1.486, C3 1.380, C8 1.453
3 C -2.250 1.915 0.239  C2 1.380, N4 1.328, H13 1.098
4 N -0.922 1.931 0.254  C3 1.328, C5 1.376
5 C -0.272 3.143 0.223  N4 1.376, O6 1.228, N7 1.403
6 O 0.947 3.287 0.170  C5 1.228
7 N -1.100 4.275 0.263  C5 1.403, C8 1.385, H14 1.010
8 C -2.484 4.332 0.257  C2 1.453, N7 1.385, O9 1.231
9 O -3.065 5.418 0.265  C8 1.231
10 H -5.025 3.884 0.259  C1 1.094
11 H -4.930 2.334 -0.624  C1 1.100
12 H -4.914 2.336 1.142  C1 1.100
13 H -2.699 0.913 0.228  C3 1.098
14 H -0.604 5.155 0.263  N7 1.010
15 C 0.412 -3.395 2.451  C16 1.533, C27 1.531, H28 1.097, H29 1.095
16 C -0.039 -1.977 2.822  C15 1.533, C17 1.528, H30 1.098, H31 1.096
17 C 0.844 -0.867 2.254  C16 1.528, N18 1.476, H32 1.095, H33 1.101
18 N 1.149 -1.096 0.828  C17 1.476, C19 1.316, C26 1.473
19 C 0.962 -0.152 -0.070  N18 1.316, C20 1.451, H34 1.094
20 C 1.287 -0.335 -1.473  C19 1.451, C21 1.419, C25 1.413
21 C 0.811 -1.465 -2.187  C20 1.419, C22 1.393, H35 1.095
22 C 1.301 -1.745 -3.460  C21 1.393, C23 1.403, H36 1.092
23 C 2.218 -0.875 -4.068  C22 1.403, C24 1.404, H37 1.092
24 C 2.649 0.276 -3.389  C23 1.404, C25 1.393, H38 1.092
25 C 2.153 0.574 -2.122  C20 1.413, C24 1.393, H39 1.092
26 C 1.827 -2.381 0.583  N18 1.473, C27 1.524, H40 1.092, H41 1.102
27 C 0.955 -3.549 1.028  C15 1.531, C26 1.524, H42 1.097, H43 1.099
28 H 1.188 -3.717 3.157  C15 1.097
29 H -0.433 -4.079 2.577  C15 1.095
30 H -1.071 -1.816 2.484  C16 1.098
31 H -0.046 -1.876 3.913  C16 1.096
32 H 0.368 0.114 2.354  C17 1.095
33 H 1.803 -0.860 2.796  C17 1.101
34 H 0.672 0.835 0.302  C19 1.094
35 H 0.064 -2.115 -1.719  C21 1.095
36 H 0.967 -2.647 -3.977  C22 1.092
37 H 2.587 -1.089 -5.073  C23 1.092
38 H 3.378 0.940 -3.857  C24 1.092
39 H 2.439 1.480 -1.582  C25 1.092
40 H 2.102 -2.497 -0.468  C26 1.092
41 H 2.751 -2.377 1.183  C26 1.102
42 H 1.557 -4.463 0.955  C27 1.097
43 H 0.124 -3.666 0.319  C27 1.099